Entry 1:
{"formula": "C5H9NO", "method": "ωB97M-V/def2-TZVPD", "largest_force_ha_per_bohr": 0.0114, "relative_energy_kj_mol": 311.47, "energy_ha": -325.8189, "e_homo_ev": -9.44, "lumo_ev": 1.0, "symbols": ["C", "C", "O", "C", "N", "C", "C", "H", "H", "H", "H", "H", "H", "H", "H", "H"], "positions_angstrom": [[-0.3497, 1.5898, 1.1115], [-0.1677, 0.6102, -0.0228], [-0.8953, 1.2021, -1.1023], [1.1354, 0.0767, -0.6256], [0.3659, -1.1436, -1.1019], [0.2973, -1.9794, 0.0784], [-0.6399, -0.8368, 0.0330], [0.0361, 1.2302, 2.0671], [-1.4265, 1.7746, 1.2087], [0.1180, 2.5443, 0.8527], [-0.8405, 0.5729, -1.8387], [1.9272, -0.1903, 0.0870], [1.5487, 0.6829, -1.4345], [1.1691, -2.0828, 0.7206], [-0.2126, -2.9146, -0.1539], [-1.7086, -1.0498, 0.0371]], "lowdin_charge": [-0.01, -0.53, -0.03, -0.09, -0.01, -0.14, -0.14, 0.08, 0.09, 0.09, 0.10, 0.12, 0.12, 0.11, 0.11, 0.14]}

Entry 2:
{"formula": "C5H9NO2", "method": "ωB97M-V/def2-TZVPD", "largest_force_ha_per_bohr": 0.0220, "relative_energy_kj_mol": 192.17, "energy_ha": -401.1036, "e_homo_ev": -9.52, "lumo_ev": 0.9, "symbols": ["C", "C", "C", "C", "N", "C", "O", "O", "H", "H", "H", "H", "H", "H", "H", "H", "H"], "positions_angstrom": [[-1.6799, 0.1623, 0.0065], [1.7081, 0.4439, 0.8522], [-0.5093, -0.6684, 0.3325], [0.8616, -0.2831, -0.1441], [-1.5878, 1.3337, -0.7653], [1.2499, -0.6106, -1.3666], [-0.6356, -2.0344, 0.4642], [-1.1100, 0.1090, 1.3224], [-1.4193, -2.2351, 0.9939], [-2.6595, -0.3044, -0.0498], [-0.6286, 1.6567, -0.8403], [-2.1611, 2.0785, -0.3851], [1.8769, -0.1981, 1.7163], [2.6647, 0.7224, 0.4189], [1.1925, 1.3332, 1.2110], [2.2365, -0.3669, -1.7226], [0.6008, -1.1386, -2.0439]], "lowdin_charge": [-0.30, -0.04, -0.51, -0.29, 0.10, 0.09, 0.08, 0.05, 0.12, 0.15, 0.08, 0.09, 0.09, 0.08, 0.08, 0.07, 0.08]}

Entry 3:
{"formula": "C5H9NO2", "method": "ωB97M-V/def2-TZVPD", "largest_force_ha_per_bohr": 0.0436, "relative_energy_kj_mol": 153.26, "energy_ha": -401.1184, "e_homo_ev": -9.76, "lumo_ev": 0.7, "symbols": ["C", "C", "C", "C", "C", "O", "O", "N", "H", "H", "H", "H", "H", "H", "H", "H", "H"], "positions_angstrom": [[-0.1870, 0.0094, 0.8791], [0.6907, -1.2051, 1.1824], [0.0503, 0.5314, -0.5073], [-0.6088, -0.3247, -1.5669], [0.8682, 1.5225, -0.8378], [-1.5532, -0.2605, 1.0369], [0.2166, 1.0528, 1.8241], [-0.3155, -0.1782, -2.7831], [-1.6948, -0.6185, 1.9216], [-0.3288, 1.8348, 1.6747], [-0.8680, -0.7375, -3.4302], [-1.3782, -1.0194, -1.2100], [1.7260, -0.9775, 0.9476], [0.3642, -2.0580, 0.5932], [0.6156, -1.4386, 2.2424], [0.9937, 1.7853, -1.8739], [1.4090, 2.0817, -0.0926]], "lowdin_charge": [-0.61, 0.01, -0.22, -0.19, 0.10, 0.02, -0.02, 0.10, 0.11, 0.10, 0.05, 0.12, 0.10, 0.09, 0.09, 0.07, 0.07]}

Entry 4:
{"formula": "C5H9NO2", "method": "ωB97M-V/def2-TZVPD", "largest_force_ha_per_bohr": 0.0816, "relative_energy_kj_mol": 318.58, "energy_ha": -401.0554, "e_homo_ev": -8.77, "lumo_ev": 0.5, "symbols": ["C", "C", "C", "C", "N", "C", "O", "O", "H", "H", "H", "H", "H", "H", "H", "H", "H"], "positions_angstrom": [[-0.6299, -0.6963, 0.6895], [2.3668, -0.0722, -0.1860], [1.1723, 0.7565, 0.1602], [-0.6705, 0.1081, -0.9131], [-1.3632, 0.0421, 1.6743], [-1.8260, -0.0648, -1.5548], [0.3662, 0.8569, -1.2411], [1.0356, 1.5989, 0.9976], [-0.7730, 0.7577, 2.0964], [-2.1489, 0.5255, 1.2499], [-1.1976, -1.5751, 0.3774], [0.2634, -1.1495, 1.1235], [3.1551, 0.5867, -0.5523], [2.6905, -0.5963, 0.7163], [2.1363, -0.8074, -0.9556], [-1.9658, 0.4301, -2.5100], [-2.6112, -0.7010, -1.1722]], "lowdin_charge": [-0.20, 0.02, -0.39, -0.34, 0.00, 0.03, -0.01, 0.15, 0.06, 0.08, 0.09, 0.10, 0.11, 0.10, 0.10, 0.06, 0.05]}

Entry 5:
{"formula": "C5H9NO2", "method": "ωB97M-V/def2-TZVPD", "largest_force_ha_per_bohr": 0.0881, "relative_energy_kj_mol": 442.34, "energy_ha": -401.0083, "e_homo_ev": -9.19, "lumo_ev": 0.8, "symbols": ["O", "C", "N", "C", "C", "C", "C", "H", "H", "H", "H", "H", "H", "H", "H", "O", "H"], "positions_angstrom": [[-2.2462, 0.1431, -0.6696], [-1.1140, -0.2533, -0.5101], [-0.5571, -1.5933, 0.7894], [0.4432, -0.5912, 1.1775], [0.0550, 0.4385, 0.1233], [1.0093, 1.2696, -0.6961], [0.1218, 1.9236, 0.3134], [-0.8503, -2.2637, 1.4912], [0.2401, -0.1936, 2.1799], [1.4887, -0.9287, 1.0765], [2.0676, 1.1446, -0.4622], [0.7669, 1.3861, -1.7532], [-0.7309, 2.4984, -0.0486], [0.5615, 2.2612, 1.2526], [-0.4651, -2.2192, -0.4712], [-0.8324, -1.5989, -1.7138], [0.0419, -1.4232, -2.0789]], "lowdin_charge": [0.11, -0.29, -0.05, -0.18, -0.38, -0.07, -0.06, 0.08, 0.12, 0.12, 0.11, 0.12, 0.12, 0.12, 0.23, -0.13, 0.04]}

Entry 6:
{"formula": "C5H9NO2", "method": "ωB97M-V/def2-TZVPD", "largest_force_ha_per_bohr": 0.0148, "relative_energy_kj_mol": 534.57, "energy_ha": -400.9732, "e_homo_ev": -8.81, "lumo_ev": 0.5, "symbols": ["C", "C", "C", "C", "C", "O", "O", "N", "H", "H", "H", "H", "H", "H", "H", "H", "H"], "positions_angstrom": [[1.0770, 0.2255, -0.9365], [-1.7466, 1.4353, 0.1649], [1.2341, -1.0744, -0.4377], [0.1494, -1.7841, 0.0478], [-0.7090, 0.6821, 0.9887], [-1.1337, -1.3225, -0.0939], [2.4654, -1.5865, -0.0955], [-0.8478, -0.6542, 1.2162], [3.1393, -1.2091, -0.6702], [0.2804, -2.7613, 0.4980], [-0.4395, 1.1598, 1.9324], [1.9664, 0.8173, -1.1328], [0.2450, 0.4156, -1.6013], [0.3482, 0.7821, 0.2292], [-1.4016, 2.4500, -0.0420], [-1.9374, 0.9281, -0.7792], [-2.6896, 1.4963, 0.7119]], "lowdin_charge": [0.03, -0.08, -0.37, -0.13, -0.32, -0.09, 0.04, 0.06, 0.10, 0.14, 0.12, 0.09, 0.09, 0.11, 0.08, 0.07, 0.08]}

Entry 7:
{"formula": "C5H9NO2", "method": "ωB97M-V/def2-TZVPD", "largest_force_ha_per_bohr": 0.0795, "relative_energy_kj_mol": 212.66, "energy_ha": -401.0958, "e_homo_ev": -8.77, "lumo_ev": 0.8, "symbols": ["C", "C", "C", "C", "C", "H", "H", "H", "H", "H", "H", "H", "H", "H", "N", "O", "O"], "positions_angstrom": [[-2.5498, -0.3810, 0.2388], [-1.3157, 0.2195, -0.2731], [0.7454, 0.5034, 0.6387], [1.4934, 1.5874, 0.8978], [1.2158, -0.7817, 0.0479], [-2.9877, 0.3891, 0.8631], [-3.2335, -0.6370, -0.6343], [-2.3803, -1.3561, 0.7583], [1.2301, 2.5569, 1.2592], [2.4942, 1.4553, 0.8623], [0.6427, -1.7095, 0.2416], [2.1263, -0.9290, 0.6327], [1.1691, 0.2179, -1.8386], [1.2884, -1.4385, -1.8576], [1.5754, -0.6688, -1.3685], [-0.9288, 0.5358, -1.3569], [-0.5851, 0.4362, 0.8886]], "lowdin_charge": [0.01, -0.52, -0.36, 0.13, -0.22, 0.10, 0.11, 0.11, 0.07, 0.03, 0.13, 0.11, 0.11, 0.02, 0.01, 0.13, 0.02]}

Entry 8:
{"formula": "C5H9NO2", "method": "ωB97M-V/def2-TZVPD", "largest_force_ha_per_bohr": 0.0304, "relative_energy_kj_mol": 218.78, "energy_ha": -401.0934, "e_homo_ev": -7.94, "lumo_ev": 0.7, "symbols": ["C", "C", "C", "C", "C", "O", "O", "N", "H", "H", "H", "H", "H", "H", "H", "H", "H"], "positions_angstrom": [[-0.6070, 1.5742, -0.9433], [1.6623, -0.2575, 1.3194], [-1.2858, -0.5765, 0.1213], [0.7515, -0.5046, 0.1402], [-0.3403, -1.5281, 0.2765], [-2.6222, -0.6086, -0.0107], [1.4909, -0.5036, -1.0244], [-0.4749, 0.5509, 0.0674], [-2.9572, 0.2949, -0.0611], [0.9537, -0.8769, -1.7348], [-0.3366, -2.5305, 0.6494], [-0.9840, 1.2016, -1.9058], [-1.2722, 2.3631, -0.5863], [0.3751, 2.0162, -1.1160], [2.2554, -1.1511, 1.5025], [2.3269, 0.5755, 1.1066], [1.0645, -0.0391, 2.1991]], "lowdin_charge": [-0.08, 0.00, -0.39, -0.50, 0.04, 0.11, 0.03, -0.03, 0.11, 0.11, 0.09, 0.09, 0.08, 0.09, 0.09, 0.08, 0.09]}

Entry 9:
{"formula": "C5H9NO2", "method": "ωB97M-V/def2-TZVPD", "largest_force_ha_per_bohr": 0.1253, "relative_energy_kj_mol": 294.68, "energy_ha": -401.0645, "e_homo_ev": -9.17, "lumo_ev": 0.8, "symbols": ["C", "C", "C", "C", "C", "H", "H", "H", "H", "H", "H", "H", "H", "H", "N", "O", "O"], "positions_angstrom": [[1.4255, -1.8176, 0.2270], [0.9471, 0.5654, -0.1651], [-0.5227, 0.5056, -0.0844], [-1.1038, 1.6338, 0.1669], [-2.4615, -0.8169, -0.0297], [1.1480, -2.2758, -0.7900], [2.3869, -2.2784, 0.6055], [0.7008, -1.8780, 0.9433], [2.7337, -0.3033, -0.1291], [-2.1403, 1.8417, 0.3829], [-0.4040, 2.5111, 0.1129], [-3.2121, -0.2015, -0.5513], [-2.7203, -0.6896, 1.1571], [-2.8918, -1.9322, -0.1039], [1.7855, -0.4945, -0.1487], [1.3973, 1.7436, 0.0457], [-1.1231, -0.7129, -0.2050]], "lowdin_charge": [-0.08, -0.36, -0.30, 0.10, -0.16, 0.12, 0.11, 0.05, 0.11, 0.07, 0.10, 0.08, 0.14, 0.12, 0.03, -0.03, -0.11]}

Entry 10:
{"formula": "C5H9NO2S", "method": "ωB97M-V/def2-TZVPD", "largest_force_ha_per_bohr": 0.0892, "relative_energy_kj_mol": 574.90, "energy_ha": -799.1398, "e_homo_ev": [-7.16, -6.90], "lumo_ev": [0.1, -0.4], "symbols": ["C", "C", "C", "C", "C", "N", "O", "O", "S", "H", "H", "H", "H", "H", "H", "H", "H", "H"], "positions_angstrom": [[0.9607, 0.4230, -1.5773], [1.3967, -1.0230, 0.1818], [-0.3281, 1.0374, 1.8396], [-1.1067, 2.0147, 1.0061], [-0.0895, -1.7918, -1.7440], [0.7079, -0.7080, -1.0179], [0.8417, 1.5978, -1.5661], [-1.3825, -1.0527, 0.8794], [-0.3820, -0.5791, 1.8526], [1.6615, -1.9773, 0.2839], [1.9768, -0.1770, 0.5699], [0.3523, 1.5512, 2.5529], [-1.3825, 2.9083, 1.5335], [-1.8918, 1.4950, 0.5727], [-0.4697, 2.3883, 0.2019], [-0.8815, -1.2978, -2.3190], [0.5129, -2.4608, -2.3984], [-0.4963, -2.3481, -0.8516]], "lowdin_charge": [-0.22, -0.10, -0.47, -0.13, 0.02, -0.18, 0.14, -0.58, 0.89, 0.02, 0.08, 0.07, 0.07, 0.04, 0.06, 0.10, 0.10, 0.09]}